<A>
# C4H13NO

2 unconnected molecules or ions with the total composition C4H13NO (wB97M-V/def2-TZVPD, the Open Molecules 2025 dataset).

SMILES = CCNCC.O
Spin multiplicity = 1
Kohn-Sham gap = 9.629 eV
LUMO energy = 0.0308 hartree

The geometry in XYZ format:
```
19
C4H13NO, DFT wB97M-V/def2-TZVPD
O -0.31 4.87 0.03
N -0.24 -0.80 0.21
C -1.10 -3.12 0.08
C -0.51 -1.92 -0.69
C 0.60 0.22 -0.37
C 1.18 1.13 0.78
H 0.37 -2.40 -1.16
H 0.30 4.96 0.80
H -0.57 -3.27 1.04
H -1.21 -1.62 -1.49
H 2.07 1.71 0.47
H -1.10 -0.29 0.47
H 0.03 0.90 -1.03
H 1.48 0.42 1.56
H -2.18 -2.99 0.29
H -0.96 -4.02 -0.54
H 0.43 1.83 1.19
H 0.27 4.56 -0.70
H 1.45 -0.19 -0.94
```

Table of Löwdin atomic charges, one value per atom, all in e: -0.09 -0.11 -0.12 -0.31 -0.32 -0.10 0.11 0.05 0.07 0.11 0.06 0.13 0.10 0.07 0.06 0.07 0.06 0.04 0.11

=====

<B>
# C4H13NO

2 unconnected molecules or ions with the total composition C4H13NO (wB97M-V/def2-TZVPD, the Open Molecules 2025 dataset).

SMILES = CCN(C)C.O
Spin multiplicity = 1
Kohn-Sham gap = 10.065 eV
LUMO energy = 0.0357 hartree

The geometry in XYZ format:
```
19
C4H13NO, DFT wB97M-V/def2-TZVPD
O 1.32 -2.99 -0.30
N 0.00 -0.41 0.12
C 0.12 -0.29 -1.34
C 0.53 0.83 0.77
C -1.44 -0.51 0.43
C -0.17 2.16 0.43
H -1.98 0.32 0.00
H -1.52 -0.39 1.51
H 0.51 0.60 1.83
H -0.57 0.41 -1.81
H 1.10 -2.20 0.21
H 1.55 0.94 0.38
H 2.23 -3.21 -0.07
H -1.83 -1.47 0.08
H -0.34 2.25 -0.64
H 1.13 0.02 -1.63
H -0.04 -1.29 -1.75
H -1.09 2.28 1.00
H 0.48 2.95 0.79
```

Table of Löwdin atomic charges, one value per atom, all in e: -0.09 -0.29 -0.13 -0.25 -0.09 -0.09 0.07 0.08 0.11 0.07 0.01 0.11 0.03 0.09 0.07 0.09 0.08 0.07 0.07

=====

Which of them is the most stable, and which is the least stable? <B> and <A>, in that order.